Record 1
{
  "formula": "C30H40BN6O2S2Ti",
  "method": "the ωB97M-V functional and the def2-TZVPD basis",
  "elements": ["Ti", "C", "C", "C", "C", "C", "N", "N", "B", "N", "N", "C", "C", "C", "C", "C", "N", "N", "C", "C", "C", "C", "C", "H", "H", "H", "H", "H", "H", "H", "H", "H", "H", "H", "H", "H", "H", "H", "H", "H", "H", "H", "H", "H", "H", "C", "C", "C", "C", "C", "C", "C", "S", "C", "O", "H", "H", "H", "H", "H", "H", "H", "H", "H", "H", "C", "S", "O", "C", "C", "C", "C", "C", "C", "H", "H", "H", "H", "H", "H", "H", "H"],
  "xyz": [[0.410, -0.360, 0.801], [2.699, -2.386, 2.929], [2.295, -1.028, 3.398], [2.646, -0.353, 4.573], [2.017, 0.876, 4.500], [2.026, 2.007, 5.472], [1.334, 0.915, 3.341], [1.503, -0.253, 2.665], [0.446, 2.007, 2.718], [-1.005, 1.436, 2.564], [-1.231, 0.194, 2.048], [-2.541, -0.024, 2.068], [-3.099, -1.319, 1.578], [-3.187, 1.091, 2.609], [-2.181, 1.997, 2.905], [-2.303, 3.357, 3.502], [1.058, 2.412, 1.336], [1.441, 1.471, 0.425], [1.956, 2.107, -0.620], [2.483, 1.342, -1.789], [1.915, 3.484, -0.394], [1.337, 3.637, 0.858], [1.072, 4.896, 1.610], [2.838, -3.060, 3.772], [3.642, -2.341, 2.380], [1.938, -2.796, 2.265], [3.272, -0.712, 5.372], [2.632, 1.740, 6.335], [1.019, 2.241, 5.818], [2.444, 2.909, 5.026], [0.404, 2.973, 3.416], [-2.331, -1.894, 1.056], [-3.941, -1.160, 0.902], [-3.464, -1.924, 2.408], [-4.241, 1.218, 2.788], [-3.340, 3.541, 3.772], [-1.993, 4.130, 2.797], [-1.689, 3.458, 4.396], [3.407, 0.824, -1.527], [2.696, 2.009, -2.622], [1.756, 0.598, -2.123], [2.276, 4.267, -1.039], [1.344, 5.749, 0.992], [1.657, 4.938, 2.529], [0.022, 4.991, 1.884], [0.254, 1.676, -7.164], [-0.238, 1.220, -5.820], [-0.109, 2.031, -4.693], [-0.566, 1.615, -3.454], [-1.159, 0.366, -3.345], [-1.285, -0.470, -4.444], [-0.829, -0.034, -5.677], [-1.755, -0.198, -1.772], [-3.229, 0.809, -1.667], [-0.838, 0.436, -0.746], [0.718, 2.659, -7.105], [-0.570, 1.732, -7.876], [0.987, 0.976, -7.567], [0.357, 3.004, -4.790], [-0.443, 2.236, -2.574], [-1.730, -1.452, -4.337], [-0.925, -0.679, -6.542], [-2.936, 1.854, -1.752], [-3.691, 0.620, -0.699], [-3.900, 0.524, -2.477], [2.471, -3.232, -1.500], [0.737, -2.869, -1.789], [0.669, -1.946, 0.165], [-0.171, -4.246, -1.196], [-1.280, -4.627, -1.943], [-2.060, -5.689, -1.512], [-1.726, -6.366, -0.349], [-0.618, -5.975, 0.395], [0.161, -4.910, -0.019], [2.578, -4.279, -1.229], [2.821, -2.590, -0.698], [3.002, -3.032, -2.428], [-1.522, -4.102, -2.859], [-2.921, -5.994, -2.092], [-2.330, -7.200, -0.017], [-0.368, -6.500, 1.307], [1.001, -4.573, 0.573]],
  "forces_ev_per_angstrom": [[-0.139, 0.088, 0.039], [-0.008, 0.006, 0.011], [-0.016, 0.001, -0.022], [0.001, 0.014, -0.005], [0.009, 0.016, 0.048], [0.007, -0.003, -0.007], [-0.100, -0.001, -0.187], [0.059, -0.028, 0.107], [0.037, 0.095, 0.198], [0.039, 0.071, -0.022], [-0.021, 0.156, 0.054], [0.009, -0.035, 0.029], [-0.003, 0.023, -0.020], [0.001, -0.012, -0.002], [-0.022, -0.014, 0.032], [0.006, -0.008, 0.009], [-0.025, -0.009, 0.067], [-0.048, 0.174, 0.048], [0.005, -0.003, -0.034], [0.001, -0.004, 0.000], [0.004, -0.028, 0.027], [0.026, 0.040, -0.028], [0.013, -0.006, 0.013], [-0.003, 0.007, 0.005], [0.005, 0.000, 0.007], [0.011, -0.008, -0.012], [-0.001, 0.005, 0.003], [-0.001, 0.008, 0.003], [-0.001, -0.004, 0.001], [0.002, 0.000, 0.002], [0.003, -0.014, -0.017], [-0.004, -0.005, -0.006], [-0.003, -0.006, 0.005], [0.010, -0.001, 0.006], [0.002, 0.007, 0.000], [0.002, 0.011, 0.003], [0.003, 0.000, -0.001], [-0.006, -0.002, 0.003], [0.004, 0.008, 0.001], [-0.008, -0.007, -0.008], [0.006, 0.000, 0.010], [0.004, 0.004, 0.006], [-0.003, 0.011, 0.012], [0.000, 0.003, -0.003], [-0.005, -0.007, -0.010], [-0.006, 0.003, 0.012], [0.006, -0.003, -0.001], [-0.003, -0.001, -0.003], [-0.006, 0.005, 0.015], [0.016, -0.038, -0.015], [0.007, 0.011, 0.008], [0.001, -0.002, -0.007], [-0.068, 0.035, 0.022], [-0.024, -0.024, -0.014], [0.048, -0.027, -0.151], [0.001, 0.001, -0.003], [0.003, 0.002, -0.003], [0.000, -0.001, -0.001], [0.001, -0.001, 0.001], [-0.004, 0.004, -0.009], [0.001, 0.000, -0.005], [-0.003, -0.002, 0.004], [0.006, -0.002, -0.005], [0.015, -0.010, 0.007], [-0.011, 0.013, 0.009], [-0.082, -0.137, -0.017], [-0.049, 0.128, 0.080], [0.164, -0.467, -0.264], [0.062, -0.047, -0.038], [-0.030, 0.012, -0.011], [-0.005, 0.004, -0.006], [-0.004, 0.002, 0.002], [0.003, -0.014, 0.021], [0.026, 0.030, -0.013], [0.038, 0.004, -0.011], [0.015, -0.008, 0.018], [0.019, -0.001, 0.008], [0.002, -0.008, -0.003], [0.001, 0.001, -0.001], [0.000, 0.000, 0.001], [0.007, 0.003, -0.001], [-0.002, -0.011, 0.009]],
  "lowdin_charge": [0.9011, -0.0167, -0.3071, 0.0320, -0.2576, -0.0115, 0.0308, 0.0029, -0.4652, 0.0459, -0.0041, -0.3286, -0.0105, 0.0314, -0.2553, -0.0079, 0.0454, -0.0058, -0.3255, -0.0091, 0.0326, -0.2550, -0.0073, 0.0843, 0.0863, 0.0495, 0.1153, 0.0847, 0.0854, 0.0854, 0.1167, 0.0705, 0.0765, 0.0900, 0.1165, 0.0861, 0.0769, 0.0843, 0.0878, 0.0841, 0.0638, 0.1148, 0.0861, 0.0889, 0.0716, -0.0379, -0.2531, -0.0191, -0.0708, -0.4064, -0.0746, -0.0259, 0.9714, -0.1935, -0.5862, 0.0789, 0.0901, 0.0887, 0.1199, 0.1165, 0.1077, 0.1232, 0.0725, 0.0439, 0.0727, -0.2785, 1.0654, -0.5944, -0.4890, -0.0978, -0.0685, -0.0641, -0.0574, -0.0817, 0.0579, 0.0410, 0.0502, 0.1004, 0.1111, 0.1111, 0.1131, 0.1026],
  "mol_weight_da": 639.50,
  "energy_ha": -3316.85524,
  "relative_energy_kj_mol": 6.75,
  "e_lumo_ev": [-1.81, -3.74],
  "homo_energy_ev": [-9.31, -11.04],
  "spin_multiplicity": 3,
  "charge": 1
}



Record 2
{
  "formula": "C30H40BrN8O2PtSi",
  "method": "the ωB97M-V functional and the def2-TZVPD basis",
  "elements": ["Pt", "C", "N", "C", "C", "N", "C", "C", "C", "C", "C", "C", "N", "C", "N", "C", "C", "C", "C", "C", "C", "N", "H", "H", "H", "H", "H", "H", "H", "H", "H", "H", "H", "H", "H", "H", "H", "N", "C", "C", "N", "C", "C", "H", "H", "H", "H", "H", "H", "H", "H", "H", "H", "H", "Br", "C", "C", "N", "C", "C", "C", "C", "O", "O", "H", "H", "H", "C", "Si", "C", "C", "C", "H", "H", "H", "H", "H", "H", "H", "H", "H", "H", "H"],
  "xyz": [[-0.430, 0.040, 0.406], [0.659, 0.207, 3.554], [-0.359, -0.483, 2.783], [-1.708, -0.498, 3.332], [-2.660, 0.356, 2.547], [-2.480, 0.729, 1.294], [-3.606, 1.432, 0.925], [-3.995, 2.040, -0.271], [-5.216, 2.689, -0.307], [-6.062, 2.729, 0.799], [-5.714, 2.114, 1.992], [-4.483, 1.473, 2.034], [-3.842, 0.781, 3.037], [1.286, 1.300, 2.750], [0.899, 1.653, 1.539], [1.614, 2.793, 1.222], [1.529, 3.684, 0.153], [2.366, 4.784, 0.163], [3.268, 5.017, 1.204], [3.349, 4.164, 2.290], [2.500, 3.070, 2.287], [2.262, 2.095, 3.229], [1.432, -0.491, 3.896], [0.220, 0.665, 4.450], [-0.028, -1.417, 2.523], [-1.709, -0.157, 4.376], [-2.105, -1.521, 3.322], [-3.381, 1.981, -1.153], [-5.530, 3.170, -1.220], [-7.010, 3.236, 0.728], [-6.372, 2.131, 2.847], [-4.208, 0.628, 3.967], [0.796, 3.532, -0.619], [2.303, 5.505, -0.638], [3.886, 5.900, 1.176], [4.019, 4.353, 3.112], [2.697, 2.048, 4.139], [3.346, -2.930, -2.264], [2.111, -2.453, -2.944], [1.062, -2.105, -1.884], [1.525, -1.076, -0.965], [2.753, -1.520, -0.318], [3.855, -1.889, -1.327], [4.065, -3.183, -2.956], [3.130, -3.781, -1.726], [1.729, -3.227, -3.610], [2.357, -1.575, -3.544], [0.835, -3.003, -1.306], [0.143, -1.778, -2.368], [1.683, -0.207, -1.473], [2.511, -2.383, 0.308], [3.120, -0.732, 0.339], [4.738, -2.256, -0.798], [4.144, -1.014, -1.916], [0.294, -7.876, 2.608], [-0.662, -6.627, 1.559], [-1.716, -7.037, 0.731], [-2.354, -6.171, -0.006], [-2.076, -4.892, -0.039], [-1.043, -4.390, 0.752], [-0.338, -5.276, 1.559], [-0.643, -2.926, 0.737], [0.421, -2.639, 1.310], [-1.378, -2.104, 0.151], [-2.027, -8.070, 0.677], [-2.665, -4.259, -0.688], [0.464, -4.913, 2.182], [-0.002, 0.758, -4.498], [0.364, 1.845, -2.957], [2.272, 1.787, -2.670], [-0.106, 3.652, -3.356], [-0.654, 1.149, -1.512], [0.551, 1.131, -5.354], [-1.058, 0.800, -4.743], [0.261, -0.283, -4.346], [2.737, 2.521, -3.320], [2.712, 0.826, -2.924], [2.529, 2.046, -1.648], [0.254, 3.915, -4.346], [0.323, 4.363, -2.658], [-1.182, 3.795, -3.355], [-1.290, 0.309, -1.845], [-1.281, 1.946, -1.115]],
  "forces_ev_per_angstrom": [[-0.900, -0.211, 0.186], [0.262, 0.218, 0.185], [0.282, -0.175, -0.692], [-0.444, -0.009, 0.112], [0.124, 0.153, -0.211], [1.090, -0.734, 0.547], [-1.091, 0.456, 0.168], [-0.006, -0.063, 0.137], [0.315, -0.159, -0.142], [0.067, -0.221, 0.554], [-0.076, 0.120, -0.209], [0.115, 0.277, -0.832], [0.168, -0.169, 0.193], [-0.082, 0.002, -0.224], [-0.470, -0.754, 0.329], [0.718, 0.653, 0.282], [0.084, -0.131, 0.233], [-0.259, -0.127, -0.150], [0.043, -0.179, 0.282], [-0.023, 0.123, -0.143], [-0.244, 0.275, -0.783], [-0.090, -0.156, 0.153], [-0.113, 0.045, -0.019], [0.064, -0.122, -0.121], [-0.163, 0.201, 0.233], [0.016, -0.155, -0.146], [0.148, 0.109, 0.059], [0.098, 0.064, -0.141], [-0.019, 0.030, -0.116], [-0.104, 0.071, -0.014], [-0.063, 0.015, 0.067], [0.138, -0.016, -0.105], [-0.087, 0.023, -0.186], [-0.004, 0.041, -0.096], [0.106, 0.076, -0.008], [0.112, 0.086, 0.110], [-0.113, -0.079, -0.036], [0.306, -0.376, -0.095], [-0.928, 0.111, -0.229], [0.081, 0.104, -0.229], [-0.098, 0.185, 0.125], [0.281, 0.006, -0.084], [0.185, 0.669, 0.800], [-0.170, 0.050, 0.211], [0.121, 0.190, -0.245], [0.195, -0.062, 0.019], [0.173, -0.062, 0.044], [-0.065, -0.028, 0.025], [0.035, -0.067, -0.088], [0.026, -0.059, 0.076], [-0.007, 0.054, 0.017], [0.094, -0.029, -0.048], [-0.099, -0.107, -0.219], [-0.031, -0.180, -0.074], [-1.001, 1.153, -1.019], [1.365, -0.988, 1.370], [-0.819, -0.414, -0.605], [-1.382, -1.521, -0.931], [0.188, 0.111, 0.262], [1.148, 0.175, 0.896], [0.173, 1.368, -0.113], [0.625, -0.052, 0.372], [0.338, -0.611, 0.327], [-0.538, 0.397, -0.259], [-0.041, -0.168, 0.016], [-0.057, 0.113, -0.050], [0.077, 0.156, 0.000], [0.035, 0.583, 0.912], [0.676, 0.209, -1.046], [-0.928, -0.024, 0.082], [0.067, -0.848, 0.413], [0.175, 0.984, -0.139], [0.129, 0.067, -0.124], [-0.221, -0.019, -0.092], [0.083, -0.282, 0.019], [0.047, 0.131, -0.129], [0.114, -0.234, -0.098], [0.151, 0.031, 0.188], [0.116, -0.067, -0.171], [0.075, 0.103, 0.146], [-0.211, 0.007, -0.002], [0.002, -0.327, 0.322], [-0.082, -0.005, -0.013]],
  "lowdin_charge": [1.2877, -0.0935, -0.1021, -0.0922, -0.2882, 0.0694, -0.2004, -0.0088, -0.0577, -0.0504, 0.0109, -0.1717, 0.1864, -0.2968, 0.0673, -0.2109, -0.0268, -0.0520, -0.0477, 0.0102, -0.1763, 0.1880, 0.1458, 0.1432, 0.0670, 0.1377, 0.1435, 0.0889, 0.1153, 0.1182, 0.1222, 0.1853, 0.0736, 0.1163, 0.1191, 0.1225, 0.1859, 0.0675, -0.0854, -0.1818, -0.0897, -0.1685, -0.0802, 0.2020, 0.1938, 0.1487, 0.1338, 0.1143, 0.1231, 0.0514, 0.1127, 0.1361, 0.1477, 0.1391, 1.0730, -0.5503, -0.0802, 0.1383, 0.0304, -0.0457, -0.0047, -0.6525, -0.0507, -0.0571, 0.1404, 0.1526, 0.1287, -0.1624, 0.5067, -0.1649, -0.1535, -0.2866, 0.0424, 0.0377, -0.0010, 0.0496, -0.0036, 0.0120, 0.0447, 0.0203, 0.0373, 0.0262, -0.0199],
  "mol_weight_da": 847.77,
  "energy_ha": -4737.53561,
  "e_lumo_ev": [-8.20, -12.56],
  "homo_energy_ev": [-15.02, -15.02],
  "spin_multiplicity": 5,
  "charge": 3
}